Entry 1:
{
  "formula": "C20H30AsCa2F9O14",
  "method": "ωB97M-V/def2-TZVPD",
  "elements": ["As", "Ca", "Ca", "F", "F", "F", "F", "F", "F", "F", "F", "F", "O", "O", "O", "O", "O", "O", "O", "O", "O", "O", "O", "O", "O", "O", "C", "C", "C", "C", "C", "C", "C", "C", "C", "C", "C", "C", "C", "C", "C", "C", "C", "C", "C", "C", "H", "H", "H", "H", "H", "H", "H", "H", "H", "H", "H", "H", "H", "H", "H", "H", "H", "H", "H", "H", "H", "H", "H", "H", "H", "H", "H", "H", "H", "H"],
  "xyz": [[-0.38913, 1.04617, 0.97687], [0.72658, -0.64011, 4.68208], [-2.35028, -2.21553, 1.94811], [0.36263, 0.37039, 2.45612], [-4.59318, 0.32505, 5.91591], [0.86852, 2.30356, 0.75587], [-1.51487, -0.23980, 1.23979], [0.58536, -0.14356, 0.11774], [-4.37858, 1.07451, 4.00909], [-2.81721, 1.39333, 5.62389], [-1.48109, 2.11710, 2.00372], [-1.21399, 1.55725, -0.53176], [-1.72590, -0.99917, 4.01500], [2.08506, 0.57405, -3.29155], [3.46779, 1.38861, 1.94326], [-2.22780, -2.23200, -0.55731], [-3.85071, -1.66704, 3.77848], [3.81712, 6.45343, -3.00341], [-1.84662, -2.80074, -2.73062], [4.66293, -0.11447, 3.01461], [3.15777, 5.21550, -1.18086], [-2.47398, -0.75623, -2.30749], [1.67768, -1.67536, -3.21262], [2.69255, 0.64971, 3.87498], [2.81731, -0.67637, -1.54904], [1.65458, 5.94634, -2.57093], [0.16337, 4.04813, -2.63433], [-2.41106, -2.30216, -3.95894], [5.29375, -0.01087, 1.75652], [-2.99035, -0.81883, 4.62282], [-2.47284, -0.77118, -3.67460], [3.58009, 0.68251, 3.03761], [0.96264, 5.04209, -1.83478], [2.47613, -1.91879, -1.04408], [4.99916, 2.18864, 0.24327], [-2.24556, -1.95695, -1.78187], [2.01722, 4.44480, -0.82583], [-5.09582, -2.00648, 4.42671], [2.98962, 5.96553, -2.31757], [-3.63794, -3.12122, -4.38250], [4.40067, 0.91602, 0.95535], [-5.63176, -3.27719, 3.71880], [2.11554, -3.97567, -2.62778], [1.59674, -2.61209, -2.16577], [2.15022, -0.47064, -2.70310], [-3.65069, 0.53178, 5.02167], [-5.59741, -3.29437, 2.62947], [3.16356, -4.20746, -2.81762], [-3.46437, -4.19363, -4.29355], [5.33492, 1.96404, -0.76911], [-3.38116, -0.31738, -4.07099], [-0.45232, 3.34488, -2.07355], [1.84480, -1.83077, -0.15990], [-1.52171, -0.31342, -3.94645], [3.89903, 0.22498, 0.27792], [0.82868, 3.49587, -3.29801], [1.49669, -4.37807, -3.42979], [0.17989, 5.52846, -1.25266], [-6.65045, -3.58648, 3.95271], [-5.82973, -1.20851, 4.31393], [5.16727, -0.95158, 1.22066], [-4.86117, -2.35791, 5.43148], [-0.57973, 4.58230, -3.22640], [-4.92921, -4.07993, 3.94272], [-4.65079, -2.83806, -4.09608], [3.37292, -2.47842, -0.77816], [1.57176, 4.69601, 0.13674], [-3.79735, -2.93761, -5.44504], [2.20597, 3.37836, -0.94905], [2.04717, -4.70902, -1.82427], [0.53355, -2.63817, -1.92693], [-3.01114, -1.37220, 5.56167], [4.27212, 2.93478, -0.07734], [-1.62410, -2.48475, -4.69067], [6.30075, 0.40629, 1.75165], [5.80985, 2.78975, 0.65506]],
  "forces_ev_per_angstrom": [[-0.41, 3.14, -1.08], [-0.73, 1.44, -1.29], [-0.61, 1.11, -0.10], [0.43, 0.24, 0.61], [-0.38, -1.16, 1.25], [-1.50, -1.49, 0.56], [-1.21, -0.76, -0.12], [-0.59, 1.01, 0.36], [1.65, 0.25, -0.26], [0.50, -0.23, -1.17], [2.18, -1.75, -1.67], [1.03, -0.68, 1.92], [0.27, 0.97, 0.46], [-0.11, -0.91, 0.96], [-0.61, 0.17, 0.40], [-0.32, 0.55, -1.58], [0.31, 1.35, 0.20], [-1.19, -0.30, 0.79], [-1.04, 0.12, 1.57], [-0.94, 0.48, 1.35], [0.39, 0.09, 0.37], [-1.15, -0.28, 4.35], [0.38, 2.33, 0.18], [-0.21, -0.73, 1.16], [-0.37, 1.00, -0.42], [-2.27, 0.75, -0.86], [-1.66, -0.55, -1.70], [0.29, -0.26, -1.74], [0.47, 0.40, -1.65], [1.09, -2.91, -0.28], [0.27, -1.58, -2.05], [0.13, -0.96, -1.18], [2.45, -1.93, 1.46], [-1.08, -2.18, 0.39], [-0.25, -0.60, -1.22], [1.40, -0.17, 1.08], [-1.22, 1.81, -2.15], [-1.18, -1.92, -1.43], [2.48, -0.91, 0.61], [-0.24, 0.71, -0.99], [0.58, 2.02, -0.97], [0.94, -0.23, -0.30], [-0.55, -1.01, 0.73], [1.73, -0.61, 0.22], [0.19, -0.07, -2.15], [-1.23, 0.97, -0.99], [-0.15, 0.86, -0.31], [0.26, 1.37, -0.66], [0.01, 0.16, 0.26], [0.43, -0.79, 0.06], [0.32, 0.23, -0.02], [0.53, 0.15, 0.71], [0.26, 0.22, 0.12], [-0.35, 0.30, -0.67], [-0.60, 1.03, -0.37], [0.23, 0.00, 0.03], [0.14, 0.15, -0.10], [-0.74, 0.94, 0.20], [0.18, 0.22, 0.45], [0.35, 0.16, 0.51], [0.97, -0.32, 0.64], [-0.27, 0.76, 0.25], [0.22, 0.13, -0.27], [-0.24, -0.36, 0.49], [0.25, 0.07, 1.25], [0.04, -0.06, -0.28], [0.81, -0.14, 0.64], [0.60, -0.11, -0.39], [-0.06, -0.02, 0.08], [-0.86, 0.04, 0.48], [0.13, -0.44, 0.50], [0.19, 0.20, 0.47], [-0.72, -0.21, 0.80], [-0.15, -0.04, -0.07], [0.13, -0.61, 0.73], [-0.01, -0.62, 0.85]],
  "mulliken_spin": [0.001, 0.000, 0.000, 0.000, 0.000, 0.002, 0.000, 0.000, 0.000, 0.000, 0.000, -0.001, 0.000, 0.000, 0.000, 0.000, 0.000, 0.066, 0.000, 0.000, 0.106, 0.000, 0.000, 0.000, 0.000, 0.424, 0.191, 0.000, 0.000, 0.000, 0.000, 0.000, 0.021, 0.000, 0.001, 0.000, 0.012, 0.000, -0.044, 0.000, 0.000, 0.000, 0.000, 0.000, 0.001, 0.000, 0.000, 0.000, 0.000, 0.000, 0.000, -0.015, 0.000, 0.000, 0.000, 0.014, 0.000, 0.164, 0.000, 0.000, 0.000, 0.000, -0.003, 0.000, 0.000, 0.000, 0.052, 0.000, 0.010, 0.000, 0.000, 0.000, -0.001, 0.000, 0.000, 0.000],
  "homo_lumo_gap_ev": [7.905, 4.292],
  "molar_mass_g_mol": 820.5,
  "e_homo_ev": [-17.380, -17.379],
  "lumo_ev": [-9.47, -13.09],
  "total_charge": 3,
  "energy_ev": -172043.317,
  "s_squared": 0.756,
  "spin_multiplicity": 2,
  "e_above_lowest_kj_mol": 123.6
}

Entry 2:
{
  "formula": "C15H13F10N2O2S",
  "method": "ωB97M-V/def2-TZVPD",
  "elements": ["S", "F", "F", "F", "F", "F", "F", "F", "F", "F", "F", "O", "O", "N", "N", "C", "C", "C", "C", "C", "C", "C", "C", "C", "C", "C", "C", "C", "C", "C", "H", "H", "H", "H", "H", "H", "H", "H", "H", "H", "H", "H", "H"],
  "xyz": [[-1.27536, 1.55724, 0.68034], [-1.47714, -0.26084, -1.31408], [-4.15469, -0.17271, -3.82367], [-5.61955, 0.93731, -1.14427], [4.51206, 0.32890, -3.17608], [-3.63747, -1.88340, -2.36959], [-4.10509, -1.33982, 0.41446], [-1.66343, -1.07924, 0.94639], [-4.20867, 0.88871, 0.97167], [-5.89711, -1.07955, -2.61112], [-3.59163, 1.55524, -2.05096], [-2.07973, 2.78941, 0.24276], [-1.35026, 1.50114, 2.18742], [3.03795, 2.87639, -0.70847], [2.15390, 3.86762, -0.60544], [3.89660, -0.31858, -2.03564], [2.91528, 1.49362, -0.45522], [-4.28191, 0.43015, -1.43975], [0.16366, -3.00364, 3.47766], [1.60951, 0.81419, 0.03678], [1.26972, -1.02853, 2.00038], [1.38360, -0.73101, 0.38427], [-2.00876, -0.01751, 0.00158], [0.87493, -2.62310, 2.09587], [4.22073, 0.53997, -0.67406], [0.90452, 3.33993, -0.20865], [-0.65353, -3.38222, 4.44948], [-4.48852, -0.74784, -2.52498], [0.47719, 1.89626, 0.13887], [-3.65586, -0.02350, -0.02503], [2.26425, -0.80997, 2.54830], [2.35874, -1.29118, 0.06060], [0.53556, -1.24619, -0.21786], [-1.34691, -3.88382, 5.22095], [5.13251, 1.20048, -0.93059], [4.42586, -0.14737, 0.23248], [2.74506, -0.29497, -2.23304], [0.38923, -0.43100, 2.44282], [1.82695, -3.26702, 1.93697], [4.17545, -1.42932, -1.93917], [0.18227, -2.86601, 1.18626], [0.05808, 4.14098, -0.13193], [3.98200, 3.20081, -1.03674]],
  "forces_ev_per_angstrom": [[-3.20, 6.80, 4.65], [-1.22, 0.32, 3.37], [-0.89, -1.82, 3.72], [3.81, -1.48, -0.72], [-0.87, -1.21, 2.20], [-2.73, 3.15, -0.04], [1.34, 3.77, -1.90], [-0.43, 2.88, -3.02], [2.13, -2.50, -2.77], [4.75, 0.41, 0.56], [-1.42, -3.47, 2.09], [2.87, -4.45, -0.31], [1.24, -1.37, -4.30], [0.83, -2.70, 0.30], [-3.64, -3.87, 1.36], [-1.04, 0.29, -0.02], [-0.47, -0.91, 0.98], [-2.38, 2.29, -0.40], [-4.61, -2.04, 3.87], [-1.72, 4.09, -0.53], [-0.97, -0.67, -0.50], [2.00, -0.18, 0.11], [0.04, -3.13, -0.11], [-0.03, 0.06, 0.60], [-0.81, 0.74, -1.37], [-1.15, 0.42, 0.24], [4.37, 1.47, -5.54], [-0.83, -0.29, -3.54], [5.28, -0.85, -1.66], [-1.66, 0.17, 2.57], [-1.75, -0.25, -0.97], [-1.78, 1.03, 0.40], [1.28, 1.39, 1.08], [1.69, 1.32, -1.59], [-1.36, -1.13, 0.66], [-0.47, 1.37, -1.48], [2.10, -0.01, 0.23], [1.59, -0.81, -0.58], [-1.61, 1.06, 0.51], [0.14, 1.88, -0.37], [0.97, 0.33, 1.98], [1.76, -1.62, -0.16], [-1.13, -0.47, 0.42]],
  "mulliken_charge": [1.137, -0.277, -0.235, -0.269, -0.320, -0.203, -0.257, -0.287, -0.245, -0.209, -0.241, -0.599, -0.548, 0.416, -0.868, -0.135, 0.269, 0.541, -0.513, 0.212, -0.402, -0.353, 0.706, -0.316, -0.847, -0.325, -0.227, 0.642, -0.165, 0.540, 0.429, 0.302, 0.283, 0.363, 0.362, 0.354, 0.205, 0.274, 0.419, 0.314, 0.282, 0.481, 0.306],
  "smiles": "C#CCCCc1c(S(=O)(=O)C(F)(F)C(F)(F)C(F)(F)C(F)(F)F)cn[nH+]c1CCF",
  "homo_lumo_gap_ev": 6.013,
  "molar_mass_g_mol": 475.3,
  "e_homo_ev": -12.227,
  "lumo_ev": -6.21,
  "total_charge": 1,
  "energy_ev": -60831.112
}